{"formula": "C21H31CuF5P2S", "method": "ωB97M-V/def2-TZVPD", "orbital_gap_ev": [6.754, 7.044], "total_charge": 0, "lumo_ev": [0.27, -0.31], "e_tot_ev": -109917.11675, "multiplicity": 2, "homo_energy_ha": [-0.238, -0.270], "species": ["P", "P", "C", "C", "H", "H", "H", "H", "C", "H", "H", "H", "C", "H", "H", "H", "C", "H", "H", "H", "C", "H", "H", "H", "Cu", "C", "C", "C", "C", "C", "C", "C", "C", "C", "H", "H", "H", "H", "H", "H", "H", "H", "H", "H", "H", "H", "H", "H", "H", "F", "C", "C", "F", "C", "F", "C", "S", "C", "F", "C", "F"], "xyz": [[0.28204, -1.82919, 0.66201], [0.12905, 1.27055, 0.85071], [0.08583, -0.90597, -0.94602], [0.54956, 0.55409, -0.79745], [-0.98395, -0.94218, -1.21585], [0.66956, -1.40505, -1.73560], [1.63977, 0.63658, -0.90584], [0.11097, 1.18959, -1.57802], [-1.45817, 2.11379, 0.51741], [-1.72820, 2.70657, 1.40351], [-2.23041, 1.35222, 0.35392], [-1.36692, 2.75935, -0.36656], [1.24162, 2.66436, 1.13230], [1.24683, 3.34594, 0.27124], [2.26193, 2.31136, 1.31869], [0.90601, 3.21210, 2.02265], [-0.74573, -3.32006, 0.64101], [-0.47751, -3.99508, 1.46761], [-0.60141, -3.81698, -0.32479], [-1.79900, -3.03250, 0.76204], [2.01693, -2.39229, 0.53734], [2.70692, -1.53966, 0.60797], [2.15617, -2.90178, -0.42876], [2.24505, -3.07850, 1.36329], [-0.35507, -0.39821, 2.23747], [0.77470, 1.50481, -4.48483], [-0.54397, 1.53773, -4.25898], [-1.62748, 0.77766, -4.97554], [-1.22532, -0.59282, -5.56958], [-0.53068, -1.52808, -4.62075], [0.78152, -1.57748, -4.35093], [1.88770, -0.76697, -4.96954], [1.50388, 0.64336, -5.47726], [0.47210, -1.63320, 3.48279], [1.42870, 2.21260, -3.95666], [-0.94276, 2.27168, -3.54740], [-2.04067, 1.38286, -5.80311], [-2.45235, 0.64605, -4.25431], [-2.15133, -1.08324, -5.91627], [-0.60353, -0.43373, -6.45705], [-1.19996, -2.27275, -4.16991], [1.15235, -2.36214, -3.68107], [2.33341, -1.31020, -5.82262], [2.68628, -0.68745, -4.21160], [2.44040, 1.15726, -5.75549], [0.91269, 0.54974, -6.39443], [1.06410, -0.94244, 4.09219], [1.10149, -2.43667, 3.09107], [-0.38506, -2.02491, 4.04891], [0.06453, 1.39242, 8.90493], [-0.40855, 1.19272, 7.65883], [0.12684, 1.91621, 6.58987], [1.16031, 2.75980, 6.79743], [-0.40670, 1.76944, 5.31635], [0.15345, 2.46582, 4.28656], [-1.46927, 0.87913, 5.05032], [-2.08387, 0.62879, 3.47509], [-1.99456, 0.16835, 6.15931], [-2.98754, -0.72847, 5.95550], [-1.47930, 0.32328, 7.44091], [-2.01346, -0.35826, 8.47693]]}

=====

{"formula": "C5H8O2", "method": "ωB97M-V/def2-TZVPD", "orbital_gap_ev": 9.063, "total_charge": 0, "lumo_ev": 0.61, "e_tot_ev": -9405.47132, "relative_energy_ev": 4.3609, "homo_energy_ha": -0.311, "species": ["O", "C", "C", "C", "C", "O", "C", "H", "H", "H", "H", "H", "H", "H", "H"], "xyz": [[-2.22027, -0.67386, -0.74460], [-1.44083, 0.15560, 0.70277], [-0.11929, -0.08715, 0.28463], [0.93264, -0.87514, 1.07093], [1.94615, 0.15960, 0.56500], [3.12812, 0.29725, 0.71831], [0.88885, 0.95835, -0.20758], [-2.35045, 0.01213, -1.42873], [-1.90876, 1.13418, 0.60827], [-1.87461, -0.49417, 1.45964], [-1.01003, -0.75469, -0.70089], [0.81861, -0.86398, 2.16314], [1.15256, -1.90113, 0.75034], [0.75713, 1.98002, 0.17265], [1.09398, 1.01848, -1.28604]]}

=====

{"formula": "C5H8O2", "method": "ωB97M-V/def2-TZVPD", "orbital_gap_ev": 10.417, "smiles": "C1=CCOCOC1", "total_charge": 0, "lumo_ev": 1.03, "e_tot_ev": -9407.63649, "relative_energy_ev": 2.1957, "homo_energy_ha": -0.345, "species": ["C", "C", "C", "O", "C", "O", "C", "H", "H", "H", "H", "H", "H", "H", "H"], "xyz": [[1.46672, -0.31821, -0.12267], [1.19022, 0.96973, 0.09262], [-0.18881, 1.43801, 0.32067], [-1.07223, 0.80776, -0.58391], [-1.58304, -0.29287, -0.07129], [-0.62381, -1.07712, 0.62558], [0.46959, -1.40329, -0.16768], [2.58029, -0.57106, -0.31102], [2.09544, 1.65459, -0.06757], [-0.56011, 1.16786, 1.29865], [-0.28899, 2.51151, 0.14612], [-2.03220, -0.90478, -0.85421], [-2.45790, -0.00571, 0.61453], [0.10544, -1.67795, -1.20108], [0.89941, -2.29846, 0.28125]]}

=====

Please write out number 1 again, unchanged.
{"formula": "C21H31CuF5P2S", "method": "ωB97M-V/def2-TZVPD", "orbital_gap_ev": [6.754, 7.044], "total_charge": 0, "lumo_ev": [0.27, -0.31], "e_tot_ev": -109917.11675, "multiplicity": 2, "homo_energy_ha": [-0.238, -0.270], "species": ["P", "P", "C", "C", "H", "H", "H", "H", "C", "H", "H", "H", "C", "H", "H", "H", "C", "H", "H", "H", "C", "H", "H", "H", "Cu", "C", "C", "C", "C", "C", "C", "C", "C", "C", "H", "H", "H", "H", "H", "H", "H", "H", "H", "H", "H", "H", "H", "H", "H", "F", "C", "C", "F", "C", "F", "C", "S", "C", "F", "C", "F"], "xyz": [[0.28204, -1.82919, 0.66201], [0.12905, 1.27055, 0.85071], [0.08583, -0.90597, -0.94602], [0.54956, 0.55409, -0.79745], [-0.98395, -0.94218, -1.21585], [0.66956, -1.40505, -1.73560], [1.63977, 0.63658, -0.90584], [0.11097, 1.18959, -1.57802], [-1.45817, 2.11379, 0.51741], [-1.72820, 2.70657, 1.40351], [-2.23041, 1.35222, 0.35392], [-1.36692, 2.75935, -0.36656], [1.24162, 2.66436, 1.13230], [1.24683, 3.34594, 0.27124], [2.26193, 2.31136, 1.31869], [0.90601, 3.21210, 2.02265], [-0.74573, -3.32006, 0.64101], [-0.47751, -3.99508, 1.46761], [-0.60141, -3.81698, -0.32479], [-1.79900, -3.03250, 0.76204], [2.01693, -2.39229, 0.53734], [2.70692, -1.53966, 0.60797], [2.15617, -2.90178, -0.42876], [2.24505, -3.07850, 1.36329], [-0.35507, -0.39821, 2.23747], [0.77470, 1.50481, -4.48483], [-0.54397, 1.53773, -4.25898], [-1.62748, 0.77766, -4.97554], [-1.22532, -0.59282, -5.56958], [-0.53068, -1.52808, -4.62075], [0.78152, -1.57748, -4.35093], [1.88770, -0.76697, -4.96954], [1.50388, 0.64336, -5.47726], [0.47210, -1.63320, 3.48279], [1.42870, 2.21260, -3.95666], [-0.94276, 2.27168, -3.54740], [-2.04067, 1.38286, -5.80311], [-2.45235, 0.64605, -4.25431], [-2.15133, -1.08324, -5.91627], [-0.60353, -0.43373, -6.45705], [-1.19996, -2.27275, -4.16991], [1.15235, -2.36214, -3.68107], [2.33341, -1.31020, -5.82262], [2.68628, -0.68745, -4.21160], [2.44040, 1.15726, -5.75549], [0.91269, 0.54974, -6.39443], [1.06410, -0.94244, 4.09219], [1.10149, -2.43667, 3.09107], [-0.38506, -2.02491, 4.04891], [0.06453, 1.39242, 8.90493], [-0.40855, 1.19272, 7.65883], [0.12684, 1.91621, 6.58987], [1.16031, 2.75980, 6.79743], [-0.40670, 1.76944, 5.31635], [0.15345, 2.46582, 4.28656], [-1.46927, 0.87913, 5.05032], [-2.08387, 0.62879, 3.47509], [-1.99456, 0.16835, 6.15931], [-2.98754, -0.72847, 5.95550], [-1.47930, 0.32328, 7.44091], [-2.01346, -0.35826, 8.47693]]}

=====

> Which formula does entry 1 have?

C21H31CuF5P2S